# 1
C18H39NOP2SiV | ωB97M-V/def2-TZVPD

Computed properties:
DFT total energy	-74978.2993	eV
largest force on an atom	0.0834	Eh/bohr
frontier orbital gap (spin up / spin down)	6.598 / 7.311	eV
spin multiplicity	2
⟨S²⟩	0.803

Geometry (Å):
V  -0.006  -0.579  0.080
P  2.460  -0.573  0.019
P  -2.643  -0.302  0.155
N  0.016  0.153  -1.515
H  0.872  -1.631  1.027
C  2.858  -2.053  -0.968
H  3.940  -2.230  -0.934
H  2.540  -1.898  -2.006
H  2.332  -2.927  -0.574
C  3.588  -0.670  1.450
H  4.614  -0.839  1.093
H  3.277  -1.510  2.084
H  3.550  0.251  2.045
C  3.285  0.682  -1.052
H  4.365  0.478  -1.070
H  3.123  1.702  -0.694
H  2.896  0.608  -2.075
C  -3.514  -1.635  -0.744
H  -4.583  -1.402  -0.845
H  -3.379  -2.589  -0.222
H  -3.056  -1.716  -1.737
C  -3.406  -0.409  1.815
H  -4.496  -0.485  1.705
H  -3.155  0.472  2.419
H  -3.024  -1.305  2.320
C  -3.462  1.134  -0.644
H  -4.552  1.022  -0.563
H  -3.176  1.151  -1.704
H  -3.153  2.079  -0.188
C  -0.025  0.975  -2.563
C  0.005  1.330  -4.991
C  -0.028  0.469  -3.903
C  -0.048  2.403  -2.390
C  -0.011  3.252  -3.494
C  0.018  2.720  -4.789
H  0.019  0.917  -6.001
H  -0.041  -0.615  -4.019
H  -0.080  2.800  -1.371
H  -0.008  4.334  -3.331
H  0.045  3.393  -5.648
C  -0.048  -2.746  1.314
O  -1.046  -2.320  0.457
C  0.473  -4.122  0.891
H  0.735  -4.703  1.775
H  1.355  -4.050  0.259
H  -0.316  -4.662  0.339
C  -0.472  -2.749  2.785
H  -1.515  -3.102  2.866
H  -0.381  -1.761  3.253
H  0.172  -3.442  3.339
C  0.276  0.721  3.270
Si  0.189  1.442  1.522
C  -1.252  2.693  1.485
C  1.681  2.595  1.258
H  -0.686  0.276  3.558
H  0.500  1.534  3.975
H  1.059  -0.043  3.359
H  -2.202  2.272  1.835
H  -0.990  3.529  2.152
H  -1.405  3.112  0.482
H  1.554  3.460  1.928
H  2.642  2.126  1.492
H  1.720  2.984  0.231

Atomic forces in eV per Å
-2.59 0.66 -3.35
-0.02 0.79 -1.15
0.48 0.58 -0.11
-0.13 -1.44 2.97
0.17 -3.23 2.35
0.33 -0.30 0.12
-0.15 -0.09 -0.14
0.02 0.05 0.28
0.29 0.27 -0.19
-0.01 -0.22 0.09
-0.24 0.05 0.16
0.13 0.15 -0.04
-0.02 -0.25 -0.18
0.09 0.01 0.08
-0.23 0.04 -0.01
0.03 -0.27 -0.06
-0.04 -0.02 0.30
0.14 -0.23 0.00
0.25 -0.03 0.03
-0.02 0.27 -0.17
-0.16 -0.04 0.14
-0.27 0.00 -0.05
0.18 0.02 0.20
-0.08 -0.21 -0.13
-0.11 0.21 -0.15
-0.18 0.01 0.15
0.19 0.14 -0.08
-0.03 -0.03 0.24
-0.11 -0.22 -0.13
0.26 1.46 -1.60
-0.05 0.39 0.36
0.08 0.26 0.73
0.08 -0.69 -0.25
-0.10 -0.43 0.07
0.02 -0.02 -0.17
-0.01 0.16 0.23
0.02 0.24 -0.07
0.06 -0.17 -0.37
-0.01 -0.37 -0.15
0.00 -0.20 0.23
-1.30 1.43 -1.48
1.73 0.35 0.72
0.46 0.10 -0.04
0.13 -0.07 -0.12
-0.17 -0.28 0.00
0.28 0.46 0.23
0.51 0.35 0.23
0.42 0.12 -0.19
-0.22 -0.34 -0.19
-0.17 0.21 0.09
0.09 0.52 0.38
-0.19 -0.21 -0.49
0.13 0.08 0.28
-0.07 0.18 0.27
0.20 0.11 -0.04
-0.04 -0.23 0.10
-0.13 0.15 0.02
0.20 0.14 -0.10
-0.12 -0.13 -0.10
0.05 -0.11 0.19
0.13 -0.17 -0.11
-0.11 0.15 -0.06
-0.04 -0.12 0.23



# 2
C43H55Br2N6O4P3SW | ωB97M-V/def2-TZVPD

Computed properties:
DFT total energy	-243190.6772	eV
largest force on an atom	0.0090	Eh/bohr
energy above the lowest of the compared OMol25 structures with the same formula, charge and spin	0.0000	eV
frontier orbital gap (spin up / spin down)	4.764 / 4.107	eV
total charge	+4
spin multiplicity	3
⟨S²⟩	2.026

Geometry (Å):
W  0.519  0.218  -1.222
Br  1.333  -2.574  -1.293
C  1.617  -2.613  -3.210
Br  1.177  -0.885  -3.958
H  0.964  -3.356  -3.654
H  2.667  -2.804  -3.396
C  1.672  0.314  7.266
S  0.757  -0.536  5.963
C  -0.548  0.683  5.608
C  -0.475  1.192  4.166
C  -0.804  0.032  3.227
N  -0.395  0.159  1.792
P  -1.186  0.996  0.561
C  -1.565  2.686  1.051
C  -0.924  3.829  0.582
C  -1.316  5.085  1.018
C  -2.352  5.208  1.933
C  -3.007  4.075  2.401
C  -2.630  2.821  1.952
C  -2.810  0.297  0.269
C  -3.628  0.980  -0.638
C  -4.917  0.539  -0.870
C  -5.408  -0.569  -0.182
C  -4.601  -1.243  0.721
C  -3.295  -0.818  0.941
P  1.201  -0.024  1.251
C  2.264  1.127  2.099
C  3.063  0.706  3.164
C  3.726  1.651  3.936
C  3.570  3.004  3.672
C  2.751  3.427  2.626
C  2.109  2.491  1.839
C  1.704  -1.699  1.660
C  3.054  -2.057  1.728
C  3.410  -3.358  2.035
C  2.429  -4.315  2.275
C  1.087  -3.970  2.201
C  0.721  -2.669  1.889
H  2.504  -0.333  7.538
H  1.043  0.452  8.142
H  2.056  1.273  6.921
H  -0.441  1.513  6.304
H  -1.519  0.228  5.811
H  0.529  1.571  3.982
H  -1.171  2.019  4.020
H  -1.878  -0.154  3.239
H  -0.315  -0.873  3.591
H  -0.111  3.751  -0.122
H  -0.816  5.968  0.645
H  -2.659  6.188  2.273
H  -3.824  4.171  3.102
H  -3.181  1.953  2.296
H  -3.270  1.875  -1.138
H  -5.557  1.074  -1.559
H  -6.427  -0.893  -0.341
H  -4.989  -2.091  1.269
H  -2.672  -1.363  1.637
H  3.140  -0.339  3.430
H  4.350  1.325  4.757
H  4.078  3.735  4.287
H  2.614  4.483  2.438
H  1.464  2.825  1.036
H  3.827  -1.317  1.563
H  4.455  -3.628  2.108
H  2.714  -5.326  2.533
H  0.324  -4.708  2.409
H  -0.329  -2.407  1.846
C  -3.768  -6.278  -4.124
C  -3.322  -4.918  -3.723
C  -2.722  -4.698  -2.471
C  -2.332  -3.452  -2.055
C  -1.878  -3.312  -0.631
C  -2.478  -2.344  -2.966
C  -1.921  -1.080  -2.817
O  -1.148  -0.620  -1.892
C  -3.160  -2.554  -4.230
C  -3.453  -1.438  -5.197
C  -3.548  -3.824  -4.570
H  -3.310  -7.058  -3.521
H  -3.571  -6.462  -5.180
H  -4.854  -6.345  -3.994
H  -2.606  -5.541  -1.800
H  -1.214  -4.133  -0.360
H  -2.759  -3.385  0.010
H  -1.397  -2.364  -0.417
H  -2.136  -0.353  -3.598
H  -2.544  -1.042  -5.655
H  -3.989  -0.617  -4.720
H  -4.078  -1.809  -6.005
H  -4.047  -3.993  -5.515
C  3.534  1.891  -3.875
O  3.689  0.821  -2.921
P  3.082  0.712  -1.467
O  3.860  -0.517  -0.900
C  5.268  -0.877  -1.102
O  3.439  2.056  -0.733
C  4.793  2.581  -0.534
H  4.290  1.731  -4.638
H  3.691  2.859  -3.401
H  2.546  1.841  -4.332
H  5.304  -1.961  -1.089
H  5.850  -0.475  -0.278
H  5.618  -0.494  -2.056
H  5.144  3.044  -1.453
H  5.464  1.784  -0.227
H  4.707  3.316  0.259
N  -0.730  3.714  -4.997
N  -0.207  3.323  -3.802
N  0.645  4.083  -3.146
C  1.013  3.299  -2.154
N  0.381  2.114  -2.219
N  -0.399  2.146  -3.308
H  -0.686  4.726  -5.078
H  -1.661  3.335  -5.135
H  1.730  3.571  -1.399

Atomic forces in eV per Å
0.39 -0.12 -0.22
0.08 0.20 0.00
0.02 -0.03 -0.01
-0.04 0.15 0.09
0.00 0.01 0.01
-0.02 -0.01 -0.01
0.01 0.03 0.02
-0.02 -0.02 -0.07
-0.01 0.02 0.00
0.06 -0.03 -0.01
-0.01 0.00 -0.03
0.16 0.16 -0.06
0.14 0.00 0.05
-0.17 -0.04 -0.15
0.11 0.00 0.04
0.03 -0.01 -0.01
-0.01 -0.02 0.01
0.02 0.03 0.00
-0.05 0.02 -0.01
0.01 0.06 0.05
-0.04 0.01 -0.01
-0.01 -0.01 0.00
0.00 0.02 -0.01
0.04 0.00 0.01
-0.01 -0.07 -0.05
-0.19 -0.22 0.02
0.07 -0.06 0.03
-0.03 0.02 0.07
0.01 0.03 0.00
0.01 -0.03 -0.01
0.01 -0.01 0.00
0.00 0.05 0.01
-0.08 0.03 -0.01
0.07 -0.01 -0.04
0.00 -0.02 0.00
-0.02 0.02 0.00
0.00 -0.01 0.01
0.01 0.01 -0.04
0.00 0.01 0.00
0.00 0.00 0.00
0.01 -0.01 0.00
0.03 0.00 -0.01
-0.01 0.00 -0.01
0.04 0.00 -0.02
-0.04 0.00 0.00
-0.03 -0.03 0.00
0.01 0.01 0.01
-0.03 0.01 0.02
0.00 0.01 -0.01
0.00 0.01 0.00
0.00 0.00 0.00
0.02 0.00 0.00
0.00 -0.01 0.02
-0.01 0.00 -0.01
-0.01 0.00 0.00
-0.01 0.00 0.00
0.03 0.02 0.04
-0.01 0.10 0.03
-0.01 0.00 0.02
0.00 0.01 0.01
0.00 0.01 0.01
0.01 -0.03 0.00
-0.03 -0.05 -0.04
0.01 0.00 0.00
0.00 -0.01 0.00
0.00 -0.01 0.00
-0.02 0.02 0.00
0.00 0.00 0.01
0.01 0.00 0.01
-0.02 0.02 0.00
0.01 0.01 0.01
0.00 0.01 0.03
0.06 0.04 -0.02
-0.17 0.22 -0.07
-0.04 -0.36 0.17
-0.01 -0.02 -0.01
0.00 0.00 -0.01
0.00 0.05 -0.01
0.00 0.00 0.00
0.00 0.00 0.00
0.00 -0.01 0.00
0.00 0.00 0.01
0.00 0.01 0.00
0.01 -0.03 -0.01
-0.06 -0.07 0.01
0.03 -0.02 -0.03
0.01 0.00 0.00
-0.01 0.01 0.00
0.00 0.00 0.00
0.00 0.00 -0.01
0.01 0.05 0.01
-0.03 -0.15 0.01
-0.06 0.08 0.11
0.00 0.07 0.13
-0.03 -0.01 -0.03
-0.01 -0.05 -0.06
-0.02 0.01 0.01
0.00 0.01 0.00
-0.01 0.01 0.01
0.00 0.01 0.00
0.00 0.01 -0.01
0.00 0.00 0.00
0.01 0.00 0.01
0.00 0.00 0.00
-0.01 -0.01 0.02
0.01 0.01 -0.01
-0.01 -0.03 0.07
-0.03 -0.05 -0.03
0.03 0.03 0.02
-0.03 0.01 -0.01
-0.03 -0.03 -0.10
-0.14 0.00 -0.02
0.03 -0.02 0.01
0.01 0.01 0.02
0.02 0.00 0.01